The following is a quantum chemistry calculation of a cluster of 14 separate species, C64H177N32O9P9 in total at a distorted geometry, from OMol25.

Atoms and positions in Å:
P: 0.2501 21.0817 -7.2952
P: -11.4342 22.7975 -5.4761
P: -13.6803 29.9103 3.7217
P: 5.4772 23.8554 2.2640
P: -2.6358 30.4306 -1.4036
P: -13.6808 13.9239 9.6160
P: 1.7584 12.3630 -1.1324
P: -5.8789 8.5179 1.7033
P: -5.1470 18.8967 2.7527
O: -4.8272 17.5179 2.2467
O: -6.1467 9.0108 0.3454
O: -13.4372 13.1127 10.8148
O: -2.0280 31.1706 -2.5572
O: 1.6631 11.6228 0.2136
O: 6.1184 23.8208 3.6138
O: 0.0334 21.7116 -5.9582
O: -12.3835 23.5364 -6.3725
O: -13.5848 30.0179 5.1763
N: -10.1554 23.6555 -4.7225
N: -5.5010 9.6942 2.8386
N: -4.6516 7.3041 1.8556
N: -15.3053 29.9352 3.2314
N: -12.2046 21.9757 -4.1724
N: 1.7921 20.4328 -7.4919
N: -4.8572 18.9643 4.4056
N: -6.0357 16.5611 -3.3402
N: -10.6511 21.5083 -6.3711
N: -12.9553 31.1989 2.8541
N: 4.5583 25.2426 1.9262
N: -4.0706 20.1083 2.1156
N: 3.2850 12.2140 -1.9972
N: -2.6160 28.6858 -1.5676
N: -1.9029 30.7407 0.1103
N: 1.3391 15.4812 8.9482
N: 1.5800 14.0330 -0.9851
N: -6.8035 19.4180 2.4779
N: -13.1110 28.4496 2.9955
N: -0.8624 19.8835 -7.7508
N: 0.6674 11.8530 -2.3039
N: -13.1939 13.1976 8.1629
N: -15.2921 14.3654 9.3310
N: 6.6142 23.6891 0.9858
N: -7.2325 7.6592 2.3404
N: 4.2949 22.6505 1.9917
N: -12.1750 12.7570 1.0797
N: -5.0352 17.3223 12.5915
N: 0.1534 22.1208 -8.6667
N: -4.2826 30.8492 -1.1704
N: -1.3559 23.2549 10.0810
N: -12.8449 15.4184 9.6128
C: -6.4717 10.6824 3.3162
C: 1.8367 15.0649 -2.0385
C: -4.2130 6.7455 3.1852
C: -2.2046 30.0058 1.3582
C: -1.3107 27.9962 -1.2953
C: -1.1036 25.1057 8.2106
C: -11.6162 20.5439 -6.9688
C: -4.1205 10.2698 2.6147
C: -11.4388 21.0161 -3.3187
C: 0.3303 21.6211 -10.0625
C: -9.6072 21.8254 -7.3242
C: -12.9980 16.4299 8.4999
C: 6.3455 24.0684 -0.3906
C: -2.1929 20.3703 -8.0022
C: 1.0137 14.5314 0.2790
C: -16.0106 31.2132 3.3261
C: -2.6388 17.6576 11.6306
C: 0.5305 12.5704 -3.5667
C: -0.1657 10.6805 -2.0921
C: 3.4942 22.5404 0.7671
C: 5.4094 26.4548 1.7944
C: -4.5080 6.2832 0.7524
C: -1.2911 24.0084 9.2221
C: -3.8669 21.4179 2.7554
C: 8.0444 23.6039 1.4004
C: -9.0302 23.0099 -4.0262
C: -0.8539 18.6031 -6.9538
C: -16.0983 28.6688 3.4417
C: -11.5295 12.5882 0.1646
C: 2.9782 21.0455 -6.8427
C: 4.4818 12.9524 -1.7120
C: 2.1627 19.4499 -8.5785
C: -16.1199 14.7275 10.5057
C: -3.5165 19.0485 4.9790
C: -12.4674 31.1600 1.4941
C: 3.5529 22.2051 3.1423
C: -5.9055 18.5723 5.3063
C: -15.8439 14.7523 8.0805
C: -10.6770 12.4050 -1.0515
C: -12.0897 15.8815 10.8306
C: -3.9582 17.4803 12.1467
C: -13.4783 27.9175 1.6454
C: -5.0428 14.3267 -2.3355
C: -7.3636 7.4022 3.8262
C: -11.7611 13.0206 7.7944
C: 1.3520 14.4394 9.5407
C: -3.3241 28.0783 -2.6695
C: -7.8229 18.4186 2.0659
C: -13.9694 12.0849 7.6460
C: -1.0733 31.9119 0.2975
C: -5.6535 15.5530 -2.9325
C: 3.3235 25.4722 2.6461
C: 1.3514 13.1842 10.2482
C: -4.8318 32.1211 -1.6646
C: -5.2474 30.0936 -0.3571
C: -8.4606 7.3316 1.5250
C: -12.7075 32.5323 3.5610
C: -4.0416 20.1961 0.6131
C: -10.2540 25.0788 -4.6260
C: -7.3065 20.7986 2.6652
C: -11.8969 27.8237 3.5902
C: -13.4532 22.4125 -3.5262
C: 0.4599 23.5070 -8.4048
C: 3.6012 11.0093 -2.7329
H: -11.0749 25.3674 -5.2823
H: -8.7790 6.3322 1.8218
H: 3.2437 23.0783 3.7168
H: -10.1662 13.3511 -1.2311
H: -10.9360 13.5029 8.3184
H: -13.3731 31.0318 0.9013
H: -0.3614 22.1006 -10.7551
H: -2.9177 28.4991 -3.5892
H: 2.5419 24.7581 2.3866
H: 1.0034 15.7488 -2.1996
H: -11.9774 20.9605 -7.9090
H: -16.2269 28.5838 4.5208
H: 3.4610 21.6825 -7.5839
H: 6.0569 26.4282 2.6708
H: -3.2791 20.9343 0.3646
H: -16.8500 14.3355 8.0343
H: -2.0450 28.9487 1.1460
H: -5.0627 32.7101 -0.7769
H: -1.8068 25.9214 8.3785
H: -2.5072 18.2686 10.7377
H: -1.4941 30.1799 2.1662
H: -16.3786 31.1993 4.3520
H: -12.3470 20.2878 -6.2016
H: -12.0062 32.1288 1.3022
H: -11.6763 15.0423 11.3901
H: -1.2312 10.8804 -2.2052
H: 0.0465 9.9637 -2.8853
H: 4.5761 13.2461 -0.6666
H: -15.7945 14.1502 11.3712
H: -2.7210 19.7499 -8.7262
H: -0.8982 32.3865 -0.6680
H: -3.9635 14.4558 -2.2541
H: -9.2353 8.0979 1.5518
H: 2.7733 19.9222 -9.3481
H: 2.9387 26.4809 2.4957
H: -10.5540 25.3506 -3.6140
H: 4.2907 11.3364 -3.5112
H: -11.2887 16.5352 10.4855
H: -13.8747 26.9164 1.8152
H: -11.4889 28.2711 4.4966
H: 3.9864 10.3157 -1.9855
H: -2.0730 18.1261 12.4359
H: 5.3132 24.4105 -0.4644
H: -4.0712 7.5451 3.9122
H: 4.4761 13.9204 -2.2131
H: -5.3848 14.1603 -1.3140
H: -13.7404 11.1445 8.1473
H: -13.8709 11.9705 6.5665
H: -12.0357 26.7426 3.5951
H: 2.6119 21.7148 2.8932
H: -5.1299 13.4666 -2.9995
H: -6.0619 29.6481 -0.9283
H: -0.0902 31.5779 0.6293
H: 2.0535 14.6382 -3.0178
H: 2.7259 10.6106 -3.2457
H: -12.1962 20.5289 -2.7045
H: 0.6576 12.5165 9.7373
H: 4.8852 27.4038 1.9071
H: 0.1432 18.1635 -6.9293
H: 1.1111 13.8198 1.0989
H: -3.3992 19.9289 5.6108
H: -11.6580 30.4347 1.4119
H: -8.2223 20.8462 3.2544
H: -5.7110 18.6419 6.3765
H: -16.1235 15.8020 10.6890
H: 1.2393 19.0715 -9.0171
H: -3.5764 21.2011 3.7834
H: -13.8363 17.0661 8.7837
H: 2.5951 21.6216 -6.0004
H: 2.7503 18.5983 -8.2359
H: -0.0416 10.3077 -1.0754
H: -5.6917 31.9372 -2.3086
H: -3.4348 9.4956 2.2706
H: -2.1865 16.6740 11.5035
H: -3.6916 19.2756 0.1459
H: -14.2492 28.5646 1.2270
H: -3.1990 6.3517 3.1161
H: 3.5654 20.1960 -6.4940
H: 3.5614 25.2311 3.6821
H: -8.9848 23.1546 -2.9469
H: -4.6403 6.6998 -0.2462
H: -11.8751 32.4537 4.2603
H: -8.4036 7.5562 4.1142
H: -7.7356 18.2137 0.9989
H: 1.4392 12.5812 -4.1685
H: 5.3728 12.4539 -2.0939
H: -12.0136 16.8760 8.3584
H: -8.8545 22.5420 -6.9957
H: -3.0241 21.8853 2.2462
H: -1.0553 18.8360 -5.9081
H: 4.1618 22.5955 -0.0927
H: -10.8270 21.5309 -2.5779
H: -15.0016 12.3248 7.9014
H: -6.8786 19.0548 5.2151
H: -7.0613 6.4196 4.1883
H: 1.0603 13.3568 11.2844
H: -4.9372 5.9867 3.4815
H: -15.8986 15.8387 8.0106
H: -7.4504 10.2146 3.4230
H: -0.0538 14.7297 0.1826
H: -1.4492 24.7515 7.2394
H: -2.8365 18.9968 4.1287
H: 2.2637 12.5923 10.1744
H: -13.2631 15.9347 7.5657
H: -4.9646 20.5864 0.1843
H: -2.7253 20.2710 -7.0562
H: -11.0840 19.5984 -7.0733
H: 2.7996 23.3795 0.7280
H: -3.2308 30.1219 1.7071
H: 1.3765 21.6503 -10.3670
H: -12.6578 33.3670 2.8618
H: -15.3806 32.0825 3.1373
H: -3.2305 26.9994 -2.7937
H: 1.4626 15.4710 0.6010
H: 1.4108 23.5714 -7.8759
H: 6.9727 24.9134 -0.6747
H: 5.9587 26.5043 0.8542
H: -1.5025 26.9373 -1.4684
H: -9.1101 20.8871 -7.5704
H: -17.1701 14.5163 10.3042
H: -7.8581 17.5152 2.6748
H: -2.2155 21.4210 -8.2914
H: -11.5182 11.9596 7.7372
H: -7.2989 21.3637 1.7331
H: -12.6210 27.8899 0.9728
H: -12.7482 16.5299 11.4086
H: -10.0346 22.2454 -8.2347
H: -11.3483 12.2073 -1.8871
H: -3.5022 5.8635 0.7370
H: -3.6481 10.7675 3.4616
H: 8.4685 24.5913 1.5825
H: -4.3859 28.3238 -2.6878
H: -13.5604 32.7694 4.1969
H: -4.7354 22.0759 2.7287
H: -6.8029 8.1244 4.4195
H: -0.5708 28.3619 -2.0072
H: -11.0660 28.1060 2.9436
H: 2.9399 21.6023 0.7377
H: -13.7240 23.4225 -3.8339
H: 0.0372 20.5760 -10.1628
H: -14.2703 21.7260 -3.7480
H: -5.2789 5.5221 0.8728
H: -9.1763 21.9334 -4.1156
H: -0.8779 28.0202 -0.2951
H: -0.3067 12.0945 -4.0774
H: -0.2751 23.9110 -7.7086
H: -15.3762 14.3170 7.1974
H: -4.2261 10.9978 1.8103
H: -17.0158 28.4996 2.8781
H: 0.3165 13.6168 -3.3489
H: -4.0930 32.7273 -2.1888
H: -10.9317 20.2652 -3.9244
H: 2.6279 15.6805 -1.6105
H: -6.0882 17.5004 5.2310
H: -3.3663 18.1523 5.5809
H: -9.3386 25.5530 -4.9800
H: 8.5423 22.9618 0.6738
H: -10.0418 11.5809 -0.7267
H: -6.7079 21.3642 3.3792
H: 6.5645 23.2287 -1.0503
H: -8.0740 23.1785 -4.5214
H: -16.9559 31.2352 2.7838
H: -13.2558 22.5064 -2.4584
H: -8.8442 18.7810 2.1834
H: -6.6376 11.4052 2.5174
H: -1.6091 32.6046 0.9464
H: 8.1991 23.1164 2.3630
H: -0.0227 25.2299 8.1444
H: -5.6723 30.7538 0.3992
H: -4.6631 29.3111 0.1270
H: -6.1101 11.0801 4.2645
H: -11.6570 13.5006 6.8213
H: -8.1937 7.4296 0.4728
H: -15.4140 27.8496 3.2210
H: 0.4055 24.1219 -9.3032
H: 4.1328 21.6154 3.8523
H: -1.4590 17.7875 -7.3497

Force components x, y, z for each atom (eV/Å):
0.4 0.0 -1.5
0.2 -1.5 -0.1
-0.7 -0.3 -3.0
-0.3 -0.7 -1.1
-0.7 -0.6 0.2
0.7 1.7 -1.5
1.6 -0.6 0.7
-0.8 -2.3 1.7
0.2 0.1 -0.3
-1.0 1.8 -0.2
0.2 -0.3 -0.4
-0.3 0.3 0.5
-0.6 -0.5 1.6
-0.1 1.6 -3.1
-0.7 -0.2 -1.3
0.4 -0.2 -1.4
1.0 0.0 1.7
0.9 0.0 0.6
-0.1 -1.2 -0.8
1.9 -0.7 0.4
1.0 0.6 -0.5
0.2 -1.0 -2.1
0.7 -0.4 -0.7
0.4 -1.7 -0.2
-0.6 1.7 -0.1
0.0 -0.7 0.1
-1.0 0.8 1.7
0.1 1.3 2.6
1.0 0.8 -1.8
-1.2 -0.8 -0.8
-2.4 0.5 0.5
0.7 0.9 2.4
-0.1 -1.0 -0.5
0.0 -4.8 2.8
0.1 -0.3 0.0
0.8 -0.7 0.6
0.1 1.1 1.0
1.7 -1.1 0.2
0.5 -0.1 1.0
0.8 0.4 0.5
0.7 -1.3 1.4
-0.5 0.3 2.3
-0.6 0.6 0.7
0.5 -0.5 0.0
-1.1 0.2 1.7
3.0 0.4 -1.2
-1.2 -1.0 -0.1
0.3 -0.5 -1.0
-0.1 -0.4 0.1
0.7 -0.9 0.1
-0.1 -0.9 -1.0
0.0 -0.5 1.3
-0.4 1.0 -1.4
0.1 -0.8 -1.2
-0.7 0.1 -0.8
-0.7 -1.9 0.1
1.2 0.3 1.3
-1.0 -0.2 -0.6
-1.4 0.7 -0.3
-0.3 -0.4 1.2
0.0 0.1 -0.2
-0.1 -1.9 1.5
0.2 0.2 0.6
-0.8 -0.1 0.7
-0.3 0.1 -0.2
-0.7 -1.1 1.4
1.4 -0.1 0.5
-0.2 0.0 0.8
-0.1 0.1 -0.3
1.0 0.8 0.1
0.0 -0.3 1.0
-0.5 1.2 0.6
0.0 1.4 -0.8
0.1 -1.1 0.2
-0.9 -0.3 0.1
-0.9 -1.2 -0.8
1.1 1.0 0.0
1.8 0.7 0.9
1.3 0.1 -2.3
-1.8 -0.7 -0.3
-0.1 1.5 0.5
-0.9 1.0 0.7
0.3 -0.3 -0.8
-0.6 -0.9 -0.7
-0.3 0.1 0.8
-0.2 0.8 1.5
-0.9 -1.2 0.7
-0.7 0.0 -0.5
-1.2 0.3 1.6
-0.9 0.1 -1.6
-4.2 -0.4 1.1
0.1 0.8 1.6
0.3 0.6 -0.4
-0.2 0.7 -1.0
-0.3 0.7 -0.6
0.4 5.2 -3.1
-0.2 0.9 -1.3
0.0 0.4 -0.1
-0.8 0.4 0.7
-0.1 -0.2 -0.9
0.5 -0.2 0.4
0.2 -1.0 0.7
-0.3 -0.9 -0.1
0.9 -0.3 0.5
1.4 0.2 -0.1
1.8 1.0 0.1
-1.1 -1.6 0.4
0.6 0.3 1.0
-0.7 0.0 -0.4
1.2 -0.4 0.8
0.0 1.0 -1.4
0.8 0.6 -0.5
-0.3 0.1 0.6
-0.7 0.3 0.2
0.1 0.3 -0.1
-0.3 0.2 -0.3
-0.2 0.0 0.4
0.3 -0.3 0.0
-0.7 0.2 1.0
0.6 -0.4 -1.0
0.3 0.6 0.0
0.0 -0.1 -0.5
0.0 0.0 -0.4
-0.5 -0.2 0.3
-0.5 -0.4 0.0
-0.8 -0.1 0.1
0.5 0.0 0.2
0.7 0.3 -0.2
0.1 0.1 0.1
-0.4 0.3 0.0
-0.4 -0.2 0.1
-0.7 0.2 0.0
0.8 0.4 0.6
-0.5 -0.2 0.0
0.0 0.7 -0.2
0.0 0.9 0.5
-0.5 0.5 -0.4
-0.2 -0.1 -0.3
-0.3 0.1 0.0
-0.2 0.5 0.0
0.2 -0.6 0.3
0.2 -0.5 0.2
0.0 0.2 0.0
0.1 0.0 -0.2
-0.2 0.1 0.0
0.0 0.4 0.0
-0.4 -0.1 0.9
-0.1 0.2 -0.1
0.2 -0.1 0.1
0.4 0.5 0.2
0.3 -0.7 0.0
0.3 -0.2 0.0
0.0 -0.1 -0.4
-1.2 -0.3 0.6
0.4 -0.6 -0.7
0.2 0.2 -0.1
0.0 -0.2 -0.2
-0.7 0.0 0.1
-0.1 0.2 -0.4
-0.3 -0.2 -0.3
0.2 -0.2 0.0
0.1 0.1 0.0
0.2 0.0 0.4
0.3 -0.3 -0.3
-0.6 0.0 0.2
0.0 0.0 -0.2
0.0 0.4 0.6
0.5 -0.1 0.4
-0.1 -0.2 0.2
0.0 -0.4 -0.2
-0.5 0.1 0.3
-0.6 -0.3 -0.2
0.3 0.3 -0.2
0.3 -0.1 -0.3
0.2 0.1 -0.1
-0.3 -0.4 -0.6
-0.6 -0.4 -0.8
0.8 0.6 -0.1
0.4 0.2 0.2
0.2 0.0 -0.1
-0.1 0.5 0.0
0.4 0.7 -0.3
0.4 0.1 0.0
-0.1 0.0 0.6
0.3 -0.2 -0.3
-0.1 0.2 0.1
-0.2 -0.1 0.0
0.0 0.0 -0.3
-0.5 -0.2 0.2
0.0 -0.2 0.0
-0.1 -0.4 -0.4
0.5 0.4 0.0
-0.6 0.7 0.6
0.0 0.7 0.0
-0.2 0.5 0.2
0.3 0.2 -0.4
-0.1 -0.1 -0.1
0.2 -0.5 0.1
0.1 -0.4 -0.2
-0.1 -0.2 0.5
-0.3 0.6 0.1
-0.2 -0.1 0.5
0.0 0.1 0.1
-0.6 -0.2 0.1
-0.2 -0.1 -0.1
0.5 0.0 -0.2
-0.2 -0.4 -0.3
0.1 0.3 -0.6
0.0 -0.2 -0.5
0.0 -0.3 -0.1
0.3 -0.1 0.5
-0.1 0.2 -0.4
0.1 -0.2 0.4
-0.2 0.1 -0.1
0.2 -0.4 -0.1
0.4 0.3 0.4
0.4 0.6 0.2
0.0 -0.2 0.1
-0.3 -0.3 0.0
-0.5 0.2 0.1
0.2 0.0 -0.6
-0.3 0.0 -0.3
0.0 0.3 0.1
0.0 0.4 -0.3
0.4 -0.3 -0.2
-0.1 -0.3 -0.1
0.2 0.0 0.7
0.3 0.0 -0.2
0.4 0.5 -0.3
0.2 0.1 -0.2
0.1 -0.3 0.1
0.1 0.0 -0.2
0.2 0.0 -0.1
0.0 -0.4 -0.1
0.7 -0.1 -0.2
0.1 -0.2 -0.1
-0.1 0.0 -0.1
-0.5 0.0 0.0
0.1 0.0 0.0
0.0 -0.2 0.5
-0.1 0.0 -0.3
0.3 -0.4 0.0
-0.1 -0.1 0.4
-0.6 -0.1 0.4
0.3 0.1 -0.7
0.0 0.1 0.3
-0.1 -0.1 0.1
0.0 0.1 0.0
0.2 0.1 -0.3
0.3 -0.2 0.0
0.3 -0.6 -0.6
0.2 0.0 0.1
-0.1 -0.1 -0.3
0.0 -0.1 0.5
-0.1 0.0 0.2
0.1 -0.4 0.0
0.1 -0.1 -0.1
-0.5 0.7 0.1
0.2 0.3 -0.3
-0.1 0.1 0.0
0.5 0.3 0.3
0.3 0.2 -0.1
0.1 0.7 -0.1
-0.4 0.0 -0.3
0.1 -0.4 -0.3
0.3 0.2 0.2
0.4 0.1 -0.6
-0.2 -0.3 -0.3
0.3 0.0 0.1
0.1 0.2 0.3
0.4 0.5 -0.2
0.4 0.1 -0.9
0.8 -0.1 -0.2
-0.2 0.0 -0.2
0.1 0.5 0.2
0.4 -0.1 -0.8
-0.3 -0.3 0.2
0.1 0.7 0.2
0.2 0.7 0.3
0.5 0.2 0.3
-0.7 -0.2 0.0
-0.3 0.9 0.1
-0.1 0.0 0.2
-0.4 -0.2 0.1
-0.2 0.3 -0.2
0.0 -0.5 -0.5
0.3 -0.7 0.0
-0.2 0.0 -0.2
0.3 -0.2 0.0
0.1 -0.3 -0.3
-0.5 0.6 -0.2

Summary:
relative energy (zero: lowest compared OMol25 entry of this formula, charge and spin) = 205.8 kJ/mol
LUMO energy = -0.0028 Ha
multiplicity = 1